1.
{
  "formula": "C9H12NO2P",
  "method": "ωB97M-V/def2-TZVPD",
  "symbols": ["C", "C", "C", "C", "C", "C", "C", "C", "C", "N", "O", "O", "P", "H", "H", "H", "H", "H", "H", "H", "H", "H", "H", "H", "H"],
  "positions_angstrom": [[3.27954, -0.80529, -0.85902], [2.83790, 0.44862, -0.52449], [2.52325, -1.90125, -0.40165], [1.68912, 0.64259, 0.28395], [1.40536, -1.75693, 0.32108], [0.91578, -0.47840, 0.64289], [-1.73724, 0.15290, -0.65479], [-2.02909, -1.31022, -0.17116], [-1.44312, 2.29556, 0.65657], [-1.48680, 0.86563, 0.59920], [-2.68019, 2.81553, 0.13840], [-1.52101, -1.47126, 1.15708], [-0.59320, -0.20720, 1.67958], [4.14974, -1.07252, -1.43293], [3.43190, 1.27391, -1.06784], [2.63597, -2.93421, -0.59589], [1.38078, 1.74029, 0.57772], [0.89038, -2.58981, 0.59854], [-0.86931, 0.01948, -1.26183], [-2.68402, 0.54510, -1.03357], [-3.09518, -1.63514, -0.20730], [-1.64726, -2.10503, -0.68931], [-1.25407, 2.39021, 1.67039], [-0.59028, 2.56972, 0.03238], [-3.50896, 2.50773, 0.54199]],
  "forces_ev_per_angstrom": [[1.2, 0.7, -0.8], [0.3, 2.3, -0.9], [-2.3, -2.5, 1.4], [3.1, 5.2, -1.6], [0.8, 2.2, -0.2], [-3.2, -2.2, 2.2], [-1.3, -1.4, 1.9], [-1.8, 1.1, 1.4], [-1.4, -2.2, -2.1], [0.5, -1.8, 0.5], [1.0, 0.8, -0.2], [0.2, 0.1, 1.0], [-0.6, 0.2, -2.4], [0.3, 0.7, -0.2], [-1.2, -0.9, 1.5], [1.2, -0.8, -0.8], [0.7, -2.4, -0.6], [-1.5, -2.2, 0.8], [0.5, 0.9, -1.1], [0.7, 0.1, -0.8], [0.2, 1.0, 0.6], [1.9, -1.4, -2.1], [0.2, 1.6, 2.1], [-0.6, 1.2, -0.2], [1.0, -0.3, 0.4]],
  "lowdin_spin": [0.409, 0.040, 0.296, 0.449, 0.070, 0.491, 0.012, 0.005, 0.004, 0.028, 0.003, 0.013, 0.125, 0.022, -0.006, 0.016, 0.017, -0.005, 0.007, 0.000, 0.000, 0.001, 0.002, 0.001, 0.000],
  "gap_ev": [5.93, 5.94],
  "multiplicity": 3,
  "e_homo_ev": [-5.07, -8.85]
}

---

2.
{
  "formula": "C9H12NO3S2",
  "method": "ωB97M-V/def2-TZVPD",
  "symbols": ["C", "C", "C", "O", "C", "S", "S", "H", "H", "H", "H", "H", "H", "H", "C", "N", "C", "O", "C", "C", "C", "O", "H", "H", "H", "H", "H"],
  "positions_angstrom": [[0.59123, -0.98778, 3.08161], [1.21371, -0.91624, 1.69486], [1.86103, 0.42983, 1.52378], [0.19201, -1.17409, 0.70753], [0.67178, -1.42906, -0.55480], [-0.41021, -1.29279, -1.81651], [2.28169, -1.81709, -0.78513], [1.38396, -0.75286, 3.80621], [-0.22797, -0.26759, 3.21985], [0.21886, -1.98877, 3.31724], [1.99006, -1.70532, 1.63143], [2.56726, 0.56168, 2.35112], [2.41841, 0.46831, 0.58318], [1.11775, 1.24169, 1.55625], [-5.61904, -4.39237, -3.31085], [-4.43390, -3.69991, -2.88694], [-4.53140, -2.39939, -2.37637], [-5.57478, -1.75789, -2.32310], [-3.14722, -2.09185, -1.96213], [-2.32507, -3.11770, -2.22847], [-3.12689, -4.22619, -2.84598], [-2.78871, -5.33566, -3.23339], [-5.34640, -5.37888, -3.68035], [-6.32034, -4.48412, -2.47034], [-6.11711, -3.81618, -4.09887], [-2.98762, -1.12545, -1.51629], [-1.28801, -3.40606, -2.04970]],
  "forces_ev_per_angstrom": [[-0.2, -0.1, 0.2], [-0.2, -0.7, 0.8], [0.2, 0.5, -0.3], [0.6, 0.2, 0.1], [0.2, 0.3, -0.2], [0.9, 1.3, 0.4], [0.7, -0.5, -0.2], [-0.2, 0.0, -0.1], [0.2, -0.1, -0.1], [0.0, 0.1, -0.1], [-0.5, 0.4, -0.1], [0.0, 0.1, -0.1], [-0.2, 0.1, 0.2], [0.2, -0.2, 0.0], [-0.3, 0.0, -0.1], [-0.8, -0.5, -0.3], [-0.5, -1.0, -0.6], [1.4, -0.7, 0.1], [0.2, 0.5, 0.3], [-0.4, -1.4, 0.0], [-1.0, 0.0, -0.3], [-0.5, 1.4, 0.5], [0.0, 0.0, 0.0], [0.1, -0.1, -0.2], [0.0, -0.2, 0.1], [0.5, -0.2, 0.1], [-0.5, 0.8, 0.1]],
  "nbo_charge": [-0.611, 0.068, -0.640, -0.545, -0.008, -0.304, -0.363, 0.196, 0.199, 0.206, 0.212, 0.194, 0.244, 0.199, -0.413, -0.498, 0.653, -0.575, -0.255, -0.228, 0.658, -0.565, 0.224, 0.199, 0.203, 0.266, 0.283],
  "gap_ev": 5.63,
  "e_homo_ev": -3.48,
  "charge": -1
}

---

3.
{
  "formula": "C9H12O2",
  "method": "ωB97M-V/def2-TZVPD",
  "symbols": ["C", "C", "C", "C", "O", "C", "C", "C", "C", "C", "O", "H", "H", "H", "H", "H", "H", "H", "H", "H", "H", "H", "H"],
  "positions_angstrom": [[2.11117, 1.48688, -0.19635], [1.39480, 0.53991, 0.37975], [2.03954, -0.53000, 1.28897], [-0.07136, 0.61983, 0.16539], [-0.50453, 1.98492, 0.21692], [-0.86539, -0.06791, 1.21521], [-1.92625, -0.80726, 1.07772], [-2.39987, -0.99116, -0.30489], [-1.66470, -0.68812, -1.39820], [-0.30838, -0.00094, -1.27948], [0.71589, -0.83990, -1.56345], [3.17356, 1.43211, -0.15929], [1.65292, 2.10723, -0.94959], [1.33795, -0.71775, 2.13202], [2.17932, -1.47705, 0.83559], [2.93912, -0.09782, 1.57070], [-1.42660, 2.02695, -0.18042], [-0.49349, -0.06057, 2.27231], [-2.61506, -1.06725, 1.85303], [-3.33944, -1.56355, -0.30711], [-2.02628, -0.84191, -2.49007], [-0.14456, 0.91898, -1.96609], [0.24164, -1.36563, -2.21269]],
  "forces_ev_per_angstrom": [[0.0, -0.6, -0.7], [0.9, 0.0, 1.1], [-3.2, 1.1, -0.3], [-1.1, -0.9, -0.9], [-1.4, 0.1, -1.0], [1.9, -0.3, 3.3], [-1.4, 0.5, -2.5], [-0.2, -1.1, -0.4], [-0.9, 0.5, -1.2], [-1.3, 3.7, 1.3], [0.7, -2.2, -1.0], [0.7, 0.3, 0.1], [0.0, 0.5, 0.3], [0.9, 0.2, -0.2], [0.2, -0.8, -0.8], [1.8, 0.4, 1.0], [1.6, -0.2, 0.7], [-0.2, 0.9, -1.0], [0.2, -0.5, 0.6], [0.3, 0.5, -0.8], [0.4, 0.0, 2.1], [-1.0, -1.0, 0.8], [1.0, -1.1, -0.4]],
  "nbo_charge": [-0.382, 0.041, -0.631, 0.125, -0.696, -0.120, -0.261, -0.192, -0.261, 0.054, -0.688, 0.191, 0.205, 0.207, 0.224, 0.218, 0.473, 0.205, 0.219, 0.213, 0.215, 0.170, 0.471],
  "gap_ev": 9.47,
  "e_homo_ev": -8.99,
  "smiles": "C=C(C)[C@]1(O)C=CC=C[C@@H]1O"
}

---

4.
{
  "formula": "C9H12O2S",
  "method": "ωB97M-V/def2-TZVPD",
  "symbols": ["C", "C", "C", "C", "C", "S", "O", "O", "C", "C", "C", "C", "H", "H", "H", "H", "H", "H", "H", "H", "H", "H", "H", "H"],
  "positions_angstrom": [[-2.76961, -1.17746, 0.32694], [-1.40430, -0.50074, 0.37056], [-0.29002, -1.06586, -0.06473], [0.20239, -2.37411, -0.72103], [1.21427, -0.03345, -0.10702], [2.70215, -0.51064, 0.69344], [3.61583, 0.59575, 0.64979], [3.29939, -1.75745, 0.19025], [0.92968, 1.35790, 0.26791], [0.99333, 2.19800, -1.01905], [-0.37266, 1.66432, 0.86529], [-1.42180, 0.89478, 0.84079], [-3.63613, -0.57152, -0.03320], [-3.12081, -1.55711, 1.31864], [-2.70351, -2.04406, -0.45822], [-0.68084, -3.02818, -0.71544], [1.18500, -2.72971, -0.29008], [0.29606, -2.10258, -1.76161], [1.61441, 1.76684, 0.97454], [0.77944, 3.30946, -0.71296], [0.24782, 1.66461, -1.70818], [2.03827, 2.10189, -1.44527], [-0.43855, 2.68613, 1.30833], [-2.27979, 1.21320, 1.23030]],
  "forces_ev_per_angstrom": [[-0.4, -1.9, -1.3], [-1.1, 0.5, -0.4], [5.7, 0.8, -1.0], [-1.7, 1.0, 0.9], [-3.5, -2.0, 2.3], [0.6, -1.8, -3.0], [0.5, 1.0, 0.9], [-1.1, 0.4, 1.1], [-0.4, 0.8, -0.1], [0.5, 0.5, -0.6], [0.1, 1.8, 0.6], [2.2, -2.4, -0.9], [1.1, 0.1, 0.2], [0.6, 0.1, -0.7], [-0.3, 1.3, 1.8], [0.8, -0.7, 0.3], [-1.5, 0.2, -0.5], [0.6, -0.1, -0.4], [1.1, 0.1, 0.2], [0.1, -2.1, -1.1], [0.9, 1.5, 0.6], [-1.2, 0.3, 0.3], [-0.1, -0.8, -0.5], [-3.5, 1.3, 1.5]],
  "nbo_charge": [-0.638, -0.086, 0.094, -0.672, -0.156, 1.856, -0.907, -0.896, -0.431, -0.582, -0.107, -0.225, 0.231, 0.233, 0.219, 0.216, 0.267, 0.227, 0.262, 0.231, 0.219, 0.231, 0.211, 0.203],
  "gap_ev": [7.29, 7.06],
  "e_homo_ev": [-8.90, -8.74],
  "smiles": "CC1=C(C)C(=S(=O)=O)[C@@H](C)C=C1"
}

---

5.
{
  "formula": "C9H12RuSe3Te",
  "method": "ωB97M-V/def2-TZVPD",
  "symbols": ["Ru", "C", "C", "C", "C", "C", "C", "C", "C", "C", "H", "H", "H", "H", "H", "H", "H", "H", "H", "H", "H", "H", "Se", "Se", "Te", "Se"],
  "positions_angstrom": [[0.20510, -0.22352, -1.09412], [2.63322, 1.24870, 0.81816], [1.24401, 0.69029, 0.72018], [0.14462, 1.50775, 0.37354], [-1.16478, 1.03021, 0.38914], [-2.31269, 1.98057, 0.18047], [-1.36225, -0.33745, 0.63630], [-0.30247, -1.20767, 0.94589], [-0.52780, -2.65577, 1.29833], [0.99094, -0.67930, 0.96209], [3.13508, 1.21890, -0.14930], [3.22868, 0.67129, 1.52243], [2.60295, 2.28637, 1.14562], [0.31268, 2.56101, 0.18531], [-2.52306, 2.12208, -0.88003], [-2.07437, 2.95392, 0.60415], [-3.21917, 1.60113, 0.64761], [-2.37349, -0.72694, 0.65545], [-0.38862, -3.31081, 0.43803], [-1.54030, -2.81143, 1.66604], [0.17857, -2.96820, 2.06510], [1.81196, -1.33027, 1.23533], [0.67968, -2.26991, -2.04932], [1.20525, -2.12944, -4.27770], [-0.15938, -0.24441, -5.04381], [-0.42436, 1.02290, -2.99488]],
  "forces_ev_per_angstrom": [[-1.6, 0.0, 1.1], [-0.1, 0.0, -0.1], [0.3, 0.0, -0.4], [0.6, 0.4, 0.2], [-0.4, 0.5, -0.2], [0.0, -0.2, -0.1], [-0.3, -0.3, -0.5], [0.1, -0.6, 0.1], [-0.1, 0.1, -0.1], [0.6, 0.0, 0.3], [0.0, 0.0, 0.0], [0.0, 0.0, 0.0], [0.0, 0.0, 0.0], [0.1, 0.0, -0.1], [0.0, 0.0, 0.0], [0.0, 0.0, 0.0], [0.0, 0.0, 0.0], [0.0, 0.0, -0.2], [0.0, 0.0, 0.0], [0.0, 0.0, 0.0], [0.0, 0.0, 0.0], [0.1, 0.0, -0.1], [0.7, 0.3, 0.0], [-0.7, -0.1, 0.0], [0.4, 0.1, -0.1], [0.2, -0.2, 0.2]],
  "nbo_charge": [0.034, -0.651, 0.089, -0.184, 0.077, -0.652, -0.158, 0.078, -0.648, -0.227, 0.261, 0.258, 0.259, 0.265, 0.252, 0.259, 0.258, 0.275, 0.246, 0.259, 0.261, 0.277, 0.215, 0.146, 0.714, 0.040],
  "gap_ev": [5.87, 5.85],
  "e_homo_ev": [-15.98, -15.96],
  "charge": 2
}

---

Across the entries above, ΔE to the lowest compared entry with this formula, charge and spin takes the values 128.0, 0.0, 312.5, 476.0, 40.6 kJ/mol, respectively.